# 1
130
Properties=species:S:1:pos:R:3:forces:R:3 method="wB97M-V/def2-TZVPD" smiles="C=Cc1cc(CCCC(F)(F)C(F)(F)F)c2c(c1)C(=O)C(P(=O)(O)O)=CC2=O.c1ccncc1.c1ccncc1.c1ccncc1.c1ccncc1.c1ccncc1.c1ccncc1.c1ccncc1.c1ccncc1" orbital_gap_ev=7.8 lumo_energy_ev=-1.226 homo_energy_ev=-9.1
C 4.534869 -1.513813 0.720540 -0.4 0.2 -0.1
C 3.254881 -1.634750 0.375487 0.2 0.0 0.0
C 2.128414 -1.129824 1.184128 0.2 -0.4 0.0
C 2.257636 0.054967 1.905024 -0.2 0.0 0.2
C 1.230854 0.555152 2.702802 0.2 0.0 -0.1
C 1.377716 1.816418 3.537020 0.3 -0.4 0.1
C 2.773109 2.457905 3.593185 -0.2 0.3 -0.1
C 2.990599 3.731413 2.762839 0.3 -0.2 0.1
C 1.927972 4.801013 2.926108 0.1 0.2 -0.1
F 1.384513 4.769169 4.169368 0.1 0.0 -0.1
F 2.509971 6.028491 2.795611 -0.1 -0.1 0.0
C 0.743194 4.764867 1.886323 -0.2 0.0 0.1
F 0.910491 3.784319 0.987825 0.0 0.1 0.0
F -0.430484 4.557225 2.499126 0.1 0.0 -0.1
F 0.647396 5.919611 1.216333 0.1 -0.2 0.1
C 0.020939 -0.150766 2.697587 -0.1 -0.1 0.0
C -0.120465 -1.336402 1.963257 0.0 0.2 0.0
C 0.934644 -1.840823 1.226287 -0.3 0.0 0.0
C -1.431131 -2.056206 1.976473 0.1 -0.1 0.0
O -1.520997 -3.254562 1.862334 0.0 0.1 -0.2
C -2.632251 -1.182088 2.170862 -0.1 0.1 0.0
P -4.285569 -1.459276 1.512807 -0.6 0.3 0.0
O -5.340492 -1.037981 2.440505 0.2 -0.1 0.0
O -4.304631 -0.602263 0.144221 0.5 -0.3 0.1
O -4.368030 -2.950509 0.985740 0.0 0.3 0.0
C -2.492555 -0.061703 2.886453 0.1 -0.2 -0.2
C -1.165561 0.291264 3.474759 0.0 0.0 0.1
O -1.111210 0.870812 4.536403 -0.1 0.2 0.0
H 5.326116 -1.744913 0.024738 0.1 -0.4 0.2
H 4.805641 -1.156248 1.707682 0.1 0.2 -0.1
H 2.998331 -2.157256 -0.542063 -0.1 0.2 -0.1
H 3.194899 0.585678 1.827206 0.0 0.0 -0.1
H 1.111381 1.544338 4.556562 -0.1 0.1 -0.1
H 0.606977 2.515306 3.217073 0.0 0.1 0.1
H 3.542462 1.749478 3.295051 0.0 0.0 0.1
H 2.986168 2.700336 4.633695 0.0 0.0 0.0
H 3.912631 4.204312 3.107466 0.0 0.0 0.0
H 3.150020 3.504689 1.709050 -0.2 0.1 0.0
H 0.798646 -2.760517 0.669148 0.1 0.0 0.0
H -3.792220 0.209180 0.245634 -0.1 0.1 -0.1
H -5.299467 -3.164046 0.815407 0.1 -0.3 0.0
H -3.330433 0.596271 3.090587 0.0 -0.1 0.2
N 7.711996 -2.766446 0.529212 0.1 0.0 -0.1
C 8.487622 -3.699447 1.077042 -0.1 0.0 0.0
C 9.595466 -4.245603 0.446442 0.0 0.0 0.0
C 9.916938 -3.800153 -0.825200 0.0 0.0 0.0
C 9.119974 -2.829665 -1.410179 0.0 0.0 0.0
C 8.035422 -2.348611 -0.692843 0.0 0.0 0.0
H 8.203662 -4.024291 2.071921 0.0 0.0 0.0
H 10.188956 -5.000985 0.942704 0.0 0.0 0.0
H 10.773162 -4.202008 -1.351296 0.0 0.0 0.0
H 9.331452 -2.452024 -2.401049 0.0 0.0 0.0
H 7.391618 -1.586282 -1.120445 0.0 0.0 0.0
N 0.231378 7.265444 -3.806145 0.0 0.0 0.0
C 0.431195 6.961467 -2.525860 0.0 0.0 0.0
C -0.562730 7.014823 -1.559540 -0.1 0.0 0.0
C -1.833580 7.404416 -1.947422 -0.1 0.0 0.0
C -2.061603 7.720631 -3.276793 0.0 0.0 0.0
C -0.996824 7.636209 -4.161911 0.0 0.0 0.0
H 1.439931 6.661086 -2.263561 0.0 0.0 0.0
H -0.352631 6.750392 -0.533221 0.0 0.1 -0.1
H -2.634718 7.454319 -1.220221 0.0 0.0 0.0
H -3.040045 8.024502 -3.623210 0.0 0.0 0.0
H -1.131894 7.874534 -5.211356 0.0 0.0 0.0
N -4.771460 4.253553 -0.494754 -0.1 0.0 0.1
C -4.093675 5.101616 0.274993 0.1 0.0 -0.1
C -4.666802 5.828356 1.306159 0.0 0.0 0.0
C -6.021123 5.660141 1.550263 0.0 0.0 0.0
C -6.740246 4.780187 0.756986 0.0 0.0 0.0
C -6.071703 4.102361 -0.250954 0.0 0.0 0.0
H -3.038024 5.194615 0.039656 0.0 0.0 0.1
H -4.067394 6.504343 1.900321 0.0 0.0 0.0
H -6.508974 6.206573 2.346880 0.0 0.0 0.0
H -7.797767 4.620442 0.914292 0.0 0.0 0.0
H -6.596546 3.403781 -0.894356 0.0 0.0 0.0
N 0.197600 -3.939487 -2.060498 0.0 0.1 0.0
C -1.041854 -3.584487 -1.715500 0.2 -0.1 0.0
C -1.728807 -2.545394 -2.314915 -0.4 0.1 0.1
C -1.124676 -1.827434 -3.332511 0.2 0.0 0.0
C 0.162936 -2.184768 -3.703467 0.0 0.0 0.1
C 0.773858 -3.240242 -3.037361 0.1 0.0 0.0
H -1.496440 -4.156281 -0.913831 0.0 0.1 0.0
H -2.734399 -2.308869 -1.987426 0.0 0.0 0.0
H -1.647815 -1.010795 -3.814016 0.0 0.0 0.0
H 0.688349 -1.659396 -4.489405 0.0 0.0 0.0
H 1.779724 -3.550401 -3.301919 0.0 0.0 0.0
N -5.875349 -5.516106 -1.176437 0.0 0.0 0.1
C -4.556339 -5.334863 -1.197213 0.0 0.0 0.0
C -3.642919 -6.283021 -0.760338 0.0 0.0 0.0
C -4.126019 -7.488585 -0.280158 0.0 0.0 0.0
C -5.496454 -7.694209 -0.254010 0.0 0.0 0.0
C -6.324318 -6.680578 -0.710387 0.0 0.0 0.0
H -4.220359 -4.376767 -1.578527 0.1 0.0 0.0
H -2.582186 -6.079997 -0.795172 0.0 0.0 0.0
H -3.446235 -8.254364 0.070405 0.0 0.0 0.0
H -5.917710 -8.619383 0.114618 0.0 0.0 0.0
H -7.401786 -6.803449 -0.705426 0.0 0.0 0.0
N -3.589181 0.508138 -4.321040 0.0 0.0 0.0
C -3.881223 1.199188 -3.220257 0.0 -0.1 0.0
C -3.963013 2.582853 -3.170249 0.0 0.0 0.1
C -3.730719 3.286601 -4.342346 0.0 0.0 0.0
C -3.430233 2.585353 -5.499964 0.0 0.0 0.0
C -3.369875 1.201057 -5.436665 0.0 0.0 0.0
H -4.055769 0.604519 -2.328423 0.0 0.0 0.0
H -4.191053 3.091428 -2.235314 0.1 -0.1 -0.2
H -3.779065 4.368722 -4.351034 0.0 0.0 0.0
H -3.239706 3.097556 -6.433376 0.0 0.0 0.0
H -3.133172 0.616693 -6.319458 0.0 0.0 0.0
N 2.992563 0.726070 6.740147 0.0 0.0 0.0
C 3.613709 1.670846 7.444063 0.0 0.0 0.0
C 3.001400 2.411298 8.443760 0.0 0.0 0.0
C 1.668066 2.160418 8.727198 0.0 0.0 0.0
C 1.006992 1.181599 8.003915 0.0 0.0 0.0
C 1.713175 0.493043 7.028953 0.0 0.0 -0.1
H 4.655027 1.840317 7.191474 0.0 0.0 0.0
H 3.557283 3.165567 8.983731 0.0 0.0 0.0
H 1.153063 2.719529 9.497728 0.0 0.0 0.0
H -0.034239 0.954437 8.185619 0.0 0.0 0.0
H 1.229531 -0.278907 6.440085 0.0 0.0 0.0
N 3.779048 -6.210326 -6.849917 0.0 0.0 0.0
C 3.852551 -6.384484 -5.532105 0.0 0.0 0.0
C 2.755772 -6.319257 -4.685456 0.0 0.0 0.0
C 1.512898 -6.056156 -5.238100 -0.1 0.0 0.0
C 1.418978 -5.870732 -6.607749 0.0 0.0 0.0
C 2.577709 -5.959420 -7.365374 0.0 0.0 0.0
H 4.842494 -6.586416 -5.137496 0.0 0.0 0.0
H 2.873701 -6.469931 -3.620797 0.0 0.0 0.0
H 0.633640 -5.993776 -4.609177 0.0 0.0 0.0
H 0.469601 -5.660888 -7.081175 0.0 0.0 0.0
H 2.545207 -5.822626 -8.440841 0.0 0.0 0.0

=====

# 2
58
Properties=species:S:1:pos:R:3:forces:R:3 method="wB97M-V/def2-TZVPD" orbital_gap_ev="6.3 / 7.4" lumo_energy_ev="-2.370 / -2.582" charge=+1 homo_energy_ev="-8.6 / -10.0" spin_multiplicity=3
Ti -0.244119 -0.487241 0.290888 -0.1 -0.3 -0.2
C 1.668270 2.209976 -4.188654 -0.2 -0.2 0.1
N 1.272552 1.023334 -3.429580 0.3 0.0 -0.2
C 1.711867 -0.256535 -3.672717 0.0 0.2 0.0
C 1.177963 -1.041617 -2.695304 -0.2 -0.1 0.1
N 0.412371 -0.267185 -1.863941 0.5 -0.2 0.0
C 0.502728 0.964567 -2.317599 -0.4 0.2 0.0
P -0.428173 2.310072 -1.534657 0.2 0.1 0.0
C -1.981095 1.396342 -1.234819 0.2 0.2 -0.2
N -2.088570 0.222055 -0.633259 -0.6 0.0 -0.2
C -3.409227 -0.132682 -0.711070 0.1 0.0 0.1
C -4.102493 0.844909 -1.359706 0.1 0.1 -0.1
N -3.188527 1.809629 -1.689543 -0.2 0.2 -0.1
C -3.498455 3.061133 -2.387729 0.0 -0.3 0.1
C 0.227718 2.257343 0.198866 -0.9 0.5 -0.2
N -0.309471 1.493841 1.148538 0.3 0.4 0.3
C -0.073722 2.124214 2.348139 -0.1 -0.3 -0.2
C 0.608752 3.274838 2.115829 0.1 0.2 -0.1
N 0.782173 3.363489 0.761622 0.4 0.1 -0.1
C 1.499277 4.432653 0.068536 -0.1 -0.1 0.1
H 2.123261 1.879659 -5.117746 0.0 0.0 0.0
H 2.387844 2.804467 -3.630607 0.0 0.0 0.0
H 0.790454 2.806172 -4.424441 0.0 0.1 0.0
H 2.358860 -0.481913 -4.503512 0.0 0.0 0.0
H 1.289702 -2.102349 -2.543509 0.0 0.0 0.0
H -3.786946 -1.053213 -0.298416 0.0 0.0 0.0
H -5.144130 0.942029 -1.614325 0.0 0.0 0.0
H -4.571295 3.089178 -2.551831 0.0 0.0 0.0
H -2.991315 3.095032 -3.348663 0.0 0.0 0.0
H -3.207974 3.913375 -1.779829 0.0 0.0 0.0
H -0.413516 1.718310 3.285543 0.0 0.0 0.0
H 0.991046 4.029720 2.781851 0.0 0.0 0.0
H 2.077381 4.987337 0.801409 0.0 0.0 0.0
H 0.805840 5.110649 -0.425020 0.0 0.0 0.0
H 2.184098 4.009477 -0.660826 0.0 0.0 0.0
Cl 2.104520 -7.260014 -0.371722 0.0 0.2 0.0
C 1.910110 -5.546045 -0.131880 0.1 -0.3 0.0
C 0.655812 -4.978970 -0.229495 -0.1 0.0 0.0
C 0.556842 -3.614984 -0.038036 -0.5 0.1 0.0
Cl -1.069234 -2.848851 -0.170565 0.6 -0.6 -0.1
C 1.630182 -2.759398 0.248185 -0.1 0.5 0.1
O 1.499266 -1.467022 0.391458 0.3 -0.5 -0.1
C 2.874184 -3.405775 0.340848 0.3 -0.1 0.0
Cl 4.274263 -2.447582 0.709763 -0.1 0.0 0.0
C 3.019617 -4.765545 0.154686 0.1 0.0 0.0
H -0.213826 -5.582154 -0.449942 0.0 0.0 0.0
H 3.999961 -5.213498 0.235389 0.0 0.0 0.0
Br -3.371286 -2.052253 5.066520 -0.2 -0.1 0.1
C -1.715788 -1.548743 4.356814 0.1 0.1 -0.4
C -0.618533 -1.316567 5.162989 0.0 0.0 0.3
C 0.575876 -0.954138 4.564638 0.0 -0.1 -0.2
C 0.623014 -0.841728 3.184485 0.3 0.0 0.3
N -0.441422 -1.041681 2.407279 -0.2 -0.1 0.4
C -1.587512 -1.396516 2.983670 -0.2 0.0 0.2
H -0.703624 -1.420108 6.237416 0.0 0.0 0.0
H 1.465030 -0.763975 5.148890 0.0 0.0 0.0
H 1.538894 -0.566147 2.678970 0.0 0.0 -0.1
H -2.439460 -1.559373 2.335705 0.0 0.0 0.0

=====

# 3
22
Properties=species:S:1:pos:R:3:forces:R:3 method="wB97M-V/def2-TZVPD" e_above_lowest_kcal_mol=102.30 smiles="CC(C)(O)N=C=O.C#CC=C" orbital_gap_ev=9.9 lumo_energy_ev=0.531 homo_energy_ev=-9.4
C -1.228509 -2.744303 -0.076336 1.2 1.3 1.7
C -0.672162 -2.235681 0.879744 -1.4 -2.1 -2.2
C 1.816546 -0.606955 -0.051183 -0.6 0.0 -0.5
C -0.482690 -0.891376 2.832864 -1.1 2.3 0.6
C -0.017194 -1.876035 2.042355 2.2 0.8 3.5
C 0.431992 0.969840 -2.436732 -1.8 2.9 -0.4
C 0.025393 2.364394 -0.316979 -2.3 -0.2 -1.4
C 0.094108 0.975899 -1.014910 -0.6 0.1 3.8
N 1.044820 0.293354 -0.161716 1.0 -0.4 -0.1
O 2.542704 -1.500140 0.139312 0.5 -0.2 0.2
O -1.159226 0.343139 -0.809813 -0.8 -1.2 1.8
H -1.613012 -2.979178 -1.017151 -0.5 -0.4 -0.7
H -0.097562 -0.319879 3.752541 0.2 -1.9 -1.4
H -1.420195 -0.316761 2.571945 0.8 -1.0 -0.2
H 0.953464 -2.400903 2.376196 -1.6 0.7 -0.9
H 1.102972 1.808559 -2.556569 0.3 0.0 -0.8
H -0.485189 1.066660 -3.044237 0.2 0.8 0.5
H 0.762744 0.097698 -2.809688 1.9 -3.2 -0.8
H -0.456360 2.207120 0.635489 0.6 -0.2 0.7
H -0.811052 2.882632 -0.815265 0.6 0.4 -0.3
H 0.923520 2.951496 -0.259603 0.4 0.0 -0.1
H -1.255112 -0.089579 0.139737 0.7 1.4 -2.9

=====

# 4
28
Properties=species:S:1:pos:R:3:forces:R:3 method="wB97M-V/def2-TZVPD" e_above_lowest_kcal_mol=34.83 smiles=Cc1ccc(O)cc1.Cc1c[nH]cn1 orbital_gap_ev=9.0 lumo_energy_ev=0.648 homo_energy_ev=-8.4
C -0.340054 -2.584687 0.794143 -0.5 0.5 0.1
C -1.913970 -1.349672 -3.012703 -0.7 -0.5 -0.2
C -1.642214 -2.691891 -2.727236 0.7 0.3 -0.3
C -1.725922 -0.403568 -2.039410 0.4 0.8 1.0
C -0.977109 -2.985019 -1.557266 -0.9 0.0 0.3
C -1.303776 -0.765273 -0.751720 -0.1 -0.5 0.2
C -0.901253 -2.057016 -0.503223 0.4 -1.3 -0.4
O -2.521068 -1.072354 -4.215023 0.3 0.0 -0.3
H -2.293110 -0.189794 -4.532862 -0.1 -0.1 0.3
H -1.860239 -3.489146 -3.428687 0.1 0.3 -0.2
H -1.875008 0.656056 -2.205987 -0.4 0.0 -0.3
H -0.657052 -4.006312 -1.405263 0.0 -0.1 0.2
H -1.372810 -0.115450 0.118326 0.3 0.4 -0.5
H -0.699366 -2.013882 1.641213 0.1 0.4 0.2
H 0.740895 -2.528004 0.759950 0.3 -0.1 0.2
H -0.671153 -3.596711 1.018755 0.2 -0.2 -0.4
C 1.977647 1.524964 3.462558 1.3 -0.8 -0.1
C 0.954817 3.205164 1.848099 0.4 -0.2 0.3
C 1.823692 2.198186 2.143911 -0.6 0.0 0.1
C 2.076918 2.614049 0.067369 0.3 -0.4 -0.4
N 1.155840 3.483503 0.513567 -1.1 0.7 0.6
N 2.489798 1.814879 1.009075 0.5 -0.2 0.3
H 0.286818 3.700299 2.532697 -0.1 0.3 -0.4
H 0.582849 4.141372 0.010016 0.4 -0.1 -0.3
H 2.408843 2.156645 4.233537 -0.4 0.4 0.1
H 2.763915 0.760629 3.366253 -0.4 -0.1 -0.2
H 2.417780 2.561122 -0.948595 -0.1 0.2 -0.2
H 1.074292 1.031911 3.808505 -0.1 0.1 0.1

=====

# 5
69
Properties=species:S:1:pos:R:3:forces:R:3 method="wB97M-V/def2-TZVPD" e_above_lowest_kcal_mol=23.73 orbital_gap_ev="7.6 / 6.7" lumo_energy_ev="-3.516 / -4.720" charge=+1 homo_energy_ev="-11.1 / -11.4" spin_multiplicity=2
Al -1.821796 1.658129 -0.004735 -0.9 0.7 -0.2
N -2.257092 3.519676 -0.992065 0.1 -0.1 0.2
N -1.691562 4.484180 -0.142480 0.0 0.0 0.2
C -0.739252 4.032799 0.776392 0.0 -0.2 -0.1
O -0.091578 4.787740 1.443300 0.0 0.0 -0.1
O -0.682917 2.704089 0.821788 0.3 0.2 0.2
H -1.853603 3.553912 -1.925587 0.0 -0.1 -0.1
H -3.257830 3.656972 -1.086019 -0.1 0.0 0.0
H -1.648745 5.449110 -0.428452 0.0 0.0 -0.1
N -2.878867 2.143924 6.277208 0.0 0.0 -0.2
C -3.238919 2.039216 5.191403 0.0 0.0 0.0
C -3.698414 1.906676 3.831912 -0.1 0.0 0.2
C -5.056326 1.847766 3.534394 -0.1 0.0 0.0
C -5.446569 1.716166 2.213168 0.0 0.0 0.0
C -4.478509 1.637097 1.231909 0.2 -0.1 0.1
N -3.164216 1.701472 1.524480 -0.1 0.0 -0.2
C -2.783416 1.839555 2.798966 0.2 0.1 -0.1
H -5.784889 1.904629 4.332562 0.0 0.0 0.0
H -6.491112 1.664131 1.941221 0.0 0.0 0.0
H -4.720796 1.495295 0.185389 0.0 0.0 0.0
H -1.720446 1.912036 2.989860 0.0 0.0 0.0
C -4.114157 -1.223869 -1.800083 0.0 0.0 0.0
C -2.914925 -0.546930 -1.185016 0.2 0.2 -0.1
O -2.087306 -1.447612 -0.650489 -0.4 0.2 0.0
N -2.775880 0.731468 -1.199754 0.2 -0.6 0.3
Te -0.237592 -0.666861 0.228991 0.5 -0.1 0.0
C 1.712823 -1.022701 1.279799 -0.3 0.0 0.0
C 2.571570 0.042438 1.548761 0.0 -0.1 0.0
C 2.211308 1.505902 1.534909 0.1 -0.1 0.1
C 3.873482 -0.289082 1.938043 0.0 0.1 0.0
C 4.286852 -1.595402 2.120106 0.1 0.0 0.0
C 5.695575 -1.921526 2.539978 -0.1 0.0 0.0
C 3.347598 -2.611868 1.955459 0.0 -0.1 0.0
C 2.046431 -2.356978 1.552406 0.0 0.1 0.0
C 1.078269 -3.510541 1.477081 0.1 0.1 0.0
C 0.624876 -0.910169 -1.693147 -0.1 -0.1 0.0
C 0.613337 -2.160882 -2.316458 -0.1 0.0 0.0
C -0.218432 -3.354687 -1.904947 0.2 0.1 0.0
C 1.362303 -2.302002 -3.487464 0.0 -0.1 0.0
C 2.077817 -1.259514 -4.047252 0.0 0.0 0.0
C 2.909113 -1.450964 -5.286983 0.0 0.0 0.0
C 1.983170 -0.006015 -3.445093 0.0 0.0 -0.1
C 1.256493 0.194977 -2.285875 0.0 0.1 0.1
C 1.107532 1.603330 -1.762175 0.1 -0.2 0.0
H -3.841804 -2.180763 -2.242917 0.0 0.0 0.0
H -4.567687 -0.573637 -2.542852 0.0 0.0 0.0
H -4.838220 -1.423647 -1.006091 0.0 0.0 0.0
H 1.164519 1.694077 1.340158 -0.1 0.0 0.0
H 2.804146 2.056619 0.802437 0.0 0.0 0.0
H 2.438778 1.940286 2.509667 0.0 0.0 0.0
H 4.566074 0.524726 2.133239 0.0 0.0 0.0
H 6.303969 -1.022690 2.624449 0.0 0.0 0.0
H 6.168059 -2.587332 1.815920 0.0 0.0 0.0
H 5.704325 -2.431473 3.504976 0.0 0.0 0.0
H 3.632407 -3.638755 2.165867 0.0 0.1 0.0
H 1.427401 -4.330744 2.102758 0.0 0.0 0.0
H 0.990694 -3.891030 0.462974 0.0 0.0 -0.1
H 0.084462 -3.229030 1.824717 0.0 0.0 0.0
H -0.726190 -3.236459 -0.955558 0.0 0.0 0.1
H 0.390417 -4.258991 -1.876878 0.0 0.0 0.0
H -0.995882 -3.515091 -2.654639 0.0 0.0 0.0
H 1.366841 -3.272683 -3.975621 0.0 0.1 0.0
H 2.821513 -2.465810 -5.671402 0.0 0.0 0.0
H 3.962407 -1.257756 -5.074245 0.0 0.0 0.0
H 2.604003 -0.758724 -6.074145 0.0 0.0 0.0
H 2.477997 0.843918 -3.905376 0.0 0.0 0.0
H 1.615755 2.311909 -2.413728 0.0 0.0 0.0
H 1.495925 1.734781 -0.754005 -0.1 0.0 -0.1
H 0.046690 1.873218 -1.765119 0.0 0.1 0.0